{
  "formula": "C21H29N3O6S",
  "method": "ωB97M-V with the def2-TZVPD basis set",
  "symbols": ["S", "O", "O", "O", "O", "O", "O", "N", "N", "N", "C", "C", "C", "C", "C", "C", "C", "C", "C", "C", "C", "C", "C", "C", "C", "C", "C", "C", "C", "C", "C", "H", "H", "H", "H", "H", "H", "H", "H", "H", "H", "H", "H", "H", "H", "H", "H", "H", "H", "H", "H", "H", "H", "H", "H", "H", "H", "H", "H", "H"],
  "xyz": [[1.3199, -0.2888, 1.2064], [0.9803, -1.0953, -2.0292], [3.4498, 3.1637, -0.9846], [-3.5075, -4.1030, 4.3222], [1.5866, 3.8060, 0.1122], [0.9059, 0.7632, 0.3091], [1.9289, 0.1325, 2.4429], [2.0087, 0.8781, -2.4326], [-3.3800, -3.7446, 2.0909], [1.5970, 3.8180, -2.1271], [-3.8768, -3.9508, 0.7322], [3.0418, -0.6360, -0.8718], [-0.0975, -1.3201, 1.5608], [-0.1361, 2.1326, -2.3625], [1.5566, 2.4707, -4.2009], [2.4997, -1.3851, 0.3266], [-0.3936, -1.6725, 2.8623], [2.2362, 3.6041, -3.4127], [-1.9428, -2.5596, 0.7564], [0.1633, 3.6270, -2.1652], [-2.2523, -2.9260, 2.0715], [-2.9300, -3.1674, -0.1932], [-0.8607, -1.7545, 0.4862], [2.2354, 3.5340, 1.3564], [0.9459, 1.4568, -3.2346], [2.2943, 3.5470, -0.9865], [1.2760, 3.8969, 2.4725], [-1.4829, -2.4864, 3.1387], [-3.9492, -4.2882, 3.2089], [1.8828, -0.3059, -1.8147], [-5.1717, -5.1399, 2.9543], [3.1610, 4.1187, 1.4089], [2.2862, 1.9838, -4.8480], [-0.5936, -1.4658, -0.5190], [-1.7284, -2.7712, 4.1474], [-0.2721, 3.9888, -1.2356], [-5.9561, -4.5562, 2.4776], [3.5385, 0.2802, -0.5514], [3.7601, -1.2585, -1.4126], [-5.5333, -5.5103, 3.9094], [1.7457, 3.6950, 3.4302], [-0.1401, 1.6332, -1.3931], [1.9339, -2.2591, 0.0136], [-4.9046, -3.5851, 0.6528], [3.2886, 3.3828, -3.2260], [3.2648, -1.6532, 1.0483], [-1.1166, 2.0088, -2.8223], [2.7134, 1.5123, -2.0839], [0.7600, 2.8694, -4.8301], [0.2369, -1.2973, 3.6525], [2.1819, 4.5393, -3.9819], [-2.4310, -3.8177, -0.9124], [2.4851, 2.4698, 1.4023], [-3.4570, -2.3957, -0.7553], [0.3789, 3.2905, 2.3861], [-4.9268, -5.9845, 2.3139], [-3.8746, -5.0183, 0.4937], [0.4938, 0.6223, -3.7812], [1.0035, 4.9480, 2.4159], [-0.2260, 4.2236, -2.9948]],
  "atomic_forces_ev_per_a": [[-0.047, -0.350, 0.482], [-0.317, -0.288, -0.028], [0.295, -0.200, 0.219], [0.066, 0.025, 0.230], [-0.259, 0.058, -0.173], [-0.087, -0.108, -0.119], [0.075, -0.256, 0.246], [0.116, 0.245, -0.175], [0.092, 0.073, -0.003], [0.038, 0.042, 0.141], [-0.420, -0.260, -0.366], [-0.297, 0.081, -0.014], [0.609, 0.322, -0.158], [0.045, 0.032, -0.001], [-0.059, -0.122, 0.171], [-0.527, 0.340, 0.122], [0.163, 0.085, -0.013], [0.280, 0.106, -0.218], [0.086, 0.029, 0.228], [-0.389, -0.144, 0.147], [0.455, 0.321, -0.046], [0.027, 0.028, -0.067], [-0.253, -0.112, -0.013], [0.345, -0.193, 0.499], [-0.258, -0.192, -0.300], [0.079, 0.342, -0.137], [0.136, -0.074, -0.473], [-0.061, -0.024, 0.153], [-0.270, -0.199, -0.045], [0.744, 0.123, -0.267], [0.057, 0.016, 0.232], [-0.146, -0.109, -0.029], [-0.027, 0.020, -0.060], [-0.004, 0.012, -0.185], [0.010, 0.013, 0.006], [-0.054, 0.055, -0.165], [-0.074, 0.004, -0.094], [0.111, 0.013, -0.082], [-0.039, 0.023, 0.069], [0.039, 0.029, -0.008], [0.036, -0.012, 0.118], [-0.147, 0.040, -0.110], [0.018, -0.061, -0.005], [0.089, -0.086, -0.037], [-0.147, 0.061, -0.064], [-0.022, -0.013, 0.110], [-0.071, -0.028, -0.024], [0.124, -0.080, 0.117], [-0.018, -0.009, -0.041], [0.045, -0.003, 0.154], [0.078, -0.094, 0.008], [-0.063, -0.005, -0.011], [0.030, 0.223, -0.034], [-0.028, -0.056, -0.019], [-0.129, -0.050, 0.066], [-0.029, -0.055, -0.100], [-0.055, 0.117, -0.014], [0.071, 0.191, 0.051], [-0.038, 0.097, 0.058], [-0.024, 0.018, 0.074]],
  "e_lumo_ev": 0.56,
  "relative_energy_kj_mol": 9.7,
  "gap_ev": 9.16,
  "smiles": "CCOC(=O)N1CCC(NC(=O)CCS(=O)(=O)c2ccc3c(c2)CCN3C(C)=O)CC1",
  "e_homo_ev": -8.599
}